{"formula": "C4H7N3", "method": "the ωB97M-V functional and the def2-TZVPD basis", "species": ["H", "N", "C", "C", "C", "N", "C", "N", "H", "H", "H", "H", "H", "H"], "positions_angstrom": [[1.972, -0.948, -2.022], [1.899, -0.069, -1.563], [0.938, -0.175, -0.721], [-0.056, -1.211, -0.019], [-1.399, -0.390, 0.170], [-1.276, 0.842, 0.827], [-0.292, 1.546, 0.812], [0.927, 0.960, 0.151], [0.536, -1.319, 1.148], [-0.420, -2.148, -0.554], [-2.266, -0.450, -0.696], [-2.086, -0.848, 1.093], [-0.164, 2.418, 1.325], [1.686, 1.793, 0.050]], "de_lowest_kj_mol": 313.9, "smiles": "[H]/N=C1\\CCN=CN1"}